{"formula": "C25H39F5N5O5S", "method": "ωB97M-V with the def2-TZVPD basis set", "homo_lumo_gap_ev": 5.13, "charge": 1, "e_tot_ev": -68633.56707, "e_above_lowest_kj_mol": 1935.96, "smiles": "CCOC[N@+]1(CON=O)[C@@](CN)(CCC(F)=C(F)F)[C@@H](S)OC(F)(F)[C@]1(CCCCn1cccc1)CC(=O)N(C)C", "elements": ["C", "C", "O", "C", "N", "C", "O", "N", "O", "C", "C", "N", "C", "C", "C", "F", "C", "F", "F", "C", "S", "O", "C", "F", "F", "C", "C", "C", "C", "C", "N", "C", "C", "C", "C", "C", "C", "O", "N", "C", "C", "H", "H", "H", "H", "H", "H", "H", "H", "H", "H", "H", "H", "H", "H", "H", "H", "H", "H", "H", "H", "H", "H", "H", "H", "H", "H", "H", "H", "H", "H", "H", "H", "H", "H", "H", "H", "H", "H", "H"], "xyz": [[1.109422, -0.343113, 5.648279], [2.097417, -0.445461, 4.304641], [1.310943, -0.533885, 3.049361], [2.002005, 0.279589, 2.048503], [1.735997, 0.099484, 0.578202], [2.588346, -1.101204, 0.283837], [4.008544, -1.010613, 0.026048], [4.644723, -2.045714, 0.634076], [5.742268, -2.113140, 0.064845], [2.181024, 1.422973, -0.102965], [3.420079, 2.237541, 0.612668], [4.712103, 1.610145, 0.924869], [2.774203, 1.269488, -1.610603], [2.248398, 2.233984, -2.807876], [2.729687, 1.705351, -4.318052], [2.073369, 2.305408, -5.535567], [3.805601, 0.710459, -4.565813], [5.223346, 1.053875, -4.865360], [3.437909, -0.735399, -4.487199], [1.003915, 2.540379, 0.172256], [1.231392, 4.279937, -0.479920], [-0.368769, 2.179620, -0.110872], [-0.736225, 0.971264, 0.703502], [-2.192591, 0.851833, 0.321778], [-0.866802, 1.248476, 2.148449], [0.246597, -0.246977, 0.237513], [0.003860, -0.368426, -1.416292], [-1.403576, -0.947923, -1.944251], [-2.137401, 0.159639, -2.965460], [-3.776607, -0.137894, -3.112665], [-4.575825, 0.432518, -1.951229], [-5.463417, -0.549888, -1.204183], [-6.236550, 0.170397, 0.056999], [-5.659787, 1.724734, -0.084222], [-4.639321, 1.836703, -1.390265], [-0.205421, -1.754932, 0.684981], [-1.657780, -1.950325, 1.415247], [-2.029696, -1.434915, 2.604536], [-2.720619, -2.881659, 0.790659], [-4.095792, -2.592905, 1.354465], [-2.320156, -4.261461, 1.295940], [0.794872, 0.785626, 5.713965], [0.155811, -1.022472, 5.435700], [1.742693, -0.725810, 6.558139], [2.778888, 0.529441, 4.344161], [2.726618, -1.423644, 4.433844], [1.840774, 1.331612, 2.521961], [3.151250, 0.013361, 2.252042], [2.571740, -1.826251, 1.240457], [2.212260, -1.828638, -0.569852], [3.089905, 2.862715, 1.576170], [3.735226, 3.084337, -0.175363], [5.520355, 2.094674, 0.466719], [4.912834, 1.624683, 1.955697], [2.628115, 0.182253, -2.096402], [3.967239, 1.380687, -1.640184], [1.092912, 2.437397, -2.826933], [2.810273, 3.279798, -2.680768], [0.946032, 2.823047, 1.338023], [0.538931, 4.493321, -1.682852], [0.810325, -1.076065, -1.943277], [0.139463, 0.638172, -2.000979], [-1.255229, -1.916025, -2.627783], [-2.225152, -1.215197, -1.172150], [-1.638089, 0.172280, -4.038180], [-2.011886, 1.201952, -2.395087], [-4.182404, 0.355535, -4.105436], [-3.967347, -1.294241, -3.123238], [-5.553898, -1.678237, -1.499338], [-6.982394, -0.269478, 0.863143], [-5.929204, 2.622381, 0.644953], [-4.029742, 2.763015, -1.780844], [-0.158535, -2.565316, -0.195407], [0.493362, -2.302512, 1.485068], [-4.197278, -3.178665, 2.364116], [-4.881218, -3.074348, 0.595510], [-4.370031, -1.453631, 1.417221], [-2.124740, -4.123503, 2.465303], [-1.259512, -4.504966, 0.817060], [-3.138029, -5.065244, 1.055964]], "forces_ev_per_a": [[0.1, -0.1, -1.8], [0.0, -0.1, 2.1], [1.0, 0.4, -1.0], [2.2, 1.0, 5.3], [0.2, 0.0, 0.6], [0.4, -5.9, 0.0], [-2.6, 2.1, -0.4], [5.4, -0.2, -2.7], [-4.0, -0.5, 3.0], [1.4, 3.1, -1.0], [1.1, 3.0, 0.6], [0.6, 0.2, 0.8], [0.8, -2.0, -2.5], [-0.3, 0.7, -1.2], [0.3, -1.6, -0.6], [2.8, -0.3, 3.6], [-0.5, 0.7, 0.1], [-5.0, -1.9, -0.2], [2.3, 4.5, 1.0], [-1.3, 0.7, 1.5], [0.0, 0.1, -0.2], [0.5, -3.1, 2.3], [-3.4, 2.4, 0.0], [4.9, -0.5, 0.9], [1.3, -0.7, -4.3], [-2.8, -1.6, -2.0], [1.0, 0.1, -1.9], [-1.7, -0.2, -1.7], [-0.3, 0.2, 1.0], [0.6, 0.6, -0.4], [-2.2, -0.5, 2.9], [-0.9, 3.7, 2.8], [4.4, 2.3, -4.7], [1.3, -2.7, -2.8], [-3.1, -3.3, 3.3], [0.0, -2.7, 1.6], [-3.9, 1.6, 5.3], [3.3, -2.4, -7.3], [1.7, 1.0, 1.4], [-1.3, -0.5, -0.2], [1.5, 0.1, 0.5], [0.5, -2.4, 0.3], [2.1, 1.5, 0.7], [-1.4, 0.9, -1.7], [-1.3, -2.1, -0.4], [-0.9, 1.9, -0.6], [0.1, -1.4, -2.0], [-2.3, 0.9, -1.2], [-0.5, 1.9, -1.9], [0.1, 2.3, 1.5], [0.2, -1.5, -2.2], [-1.5, -1.9, 1.6], [-1.3, -0.7, 0.6], [-0.4, -0.1, -1.5], [0.1, 2.2, 1.6], [-2.7, -0.3, 0.6], [2.3, -0.5, 0.1], [-1.3, -2.2, -0.5], [0.8, -0.9, -2.5], [0.5, -1.1, 1.1], [-1.5, 1.5, 1.7], [-0.2, -1.7, 1.6], [0.0, 2.0, 1.8], [1.7, 0.5, -1.0], [-1.0, 0.0, 2.3], [-0.3, -2.1, -1.6], [0.9, -1.1, 2.0], [0.3, 2.3, -0.1], [0.4, 2.6, 0.4], [1.9, 1.0, -2.1], [0.7, -2.2, -1.9], [-1.4, -2.4, 0.8], [-0.3, 2.4, 1.5], [-1.3, 1.8, -1.5], [0.0, 1.5, -1.6], [1.8, 0.9, 1.6], [0.9, -2.4, 0.0], [-0.7, -0.8, -2.3], [-2.4, 0.1, 0.9], [1.8, 1.7, 0.4]]}

***

{"formula": "C25H39F7NO9S", "method": "ωB97M-V with the def2-TZVPD basis set", "homo_lumo_gap_ev": 9.59, "charge": 1, "e_tot_ev": -76325.41320, "elements": ["C", "C", "C", "C", "C", "C", "C", "C", "C", "C", "C", "N", "C", "C", "C", "C", "O", "C", "S", "O", "O", "C", "F", "F", "C", "F", "F", "C", "F", "F", "F", "H", "H", "H", "H", "H", "H", "H", "H", "H", "H", "H", "H", "H", "H", "H", "H", "H", "H", "H", "H", "H", "H", "H", "H", "H", "H", "H", "H", "H", "H", "H", "C", "C", "O", "C", "O", "O", "H", "H", "H", "H", "C", "C", "O", "C", "O", "O", "H", "H", "H", "H"], "xyz": [[2.820101, -0.124089, 3.817487], [2.106813, 0.766939, 2.774877], [1.853078, -0.013824, 1.478435], [1.317389, 0.832568, 0.301395], [0.555950, 2.092659, 0.778251], [0.440840, -0.001943, -0.746171], [0.267563, 0.823914, -2.061824], [-1.094532, 0.800813, -2.778518], [-1.575478, -0.598537, -3.177095], [-2.209207, 1.542909, -2.028513], [-0.800267, -0.241888, 0.031339], [-1.021640, -1.470561, 0.295782], [-0.200430, -2.441813, -0.439276], [0.113784, -3.735888, 0.323087], [-0.197281, -4.989055, -0.494739], [-1.678132, -5.299376, -0.682248], [-2.375014, -5.346732, 0.561778], [0.875666, -1.486737, -1.094561], [2.528740, -2.238834, -0.919060], [2.432763, -3.374586, -1.785003], [2.958548, -2.361558, 0.437232], [3.727310, -1.064587, -1.798949], [3.131481, 0.126110, -1.955227], [3.947497, -1.573454, -2.995532], [5.086004, -0.818499, -1.072217], [5.686153, 0.142984, -1.774510], [4.843352, -0.344358, 0.149201], [6.033024, -2.074504, -0.979457], [5.365888, -3.173355, -1.331195], [6.459610, -2.224792, 0.257820], [7.066286, -1.924685, -1.780245], [3.811061, 0.254801, 4.070343], [2.928039, -1.153505, 3.462018], [2.247446, -0.172848, 4.747098], [2.737465, 1.630651, 2.553977], [1.160951, 1.098712, 3.201162], [2.811180, -0.445622, 1.179460], [1.190170, -0.861238, 1.702636], [2.175615, 1.194616, -0.268830], [-0.112643, 1.903477, 1.621481], [-0.041348, 2.547742, -0.013810], [1.269367, 2.841283, 1.119669], [0.534033, 1.860836, -1.852902], [1.026384, 0.458846, -2.757963], [-0.920590, 1.332125, -3.721385], [-2.421277, -0.518081, -3.864305], [-1.938923, -1.169835, -2.315933], [-0.800727, -1.171969, -3.696535], [-2.745499, 0.878775, -1.340048], [-2.967857, 1.881599, -2.738277], [-1.843942, 2.422034, -1.492641], [-1.429449, 0.526068, 0.459870], [-1.760835, -1.768052, 0.925076], [-0.837913, -2.734874, -1.284008], [1.153086, -3.765473, 0.637395], [-0.484659, -3.752356, 1.242464], [0.272768, -4.909969, -1.482228], [0.278629, -5.836931, 0.004818], [-1.764248, -6.290068, -1.135384], [-2.163165, -4.593743, -1.369893], [-2.984260, -4.606105, 0.635830], [0.771937, -1.614846, -2.170940], [0.195865, 1.735867, 7.212317], [-1.210714, 1.270802, 6.874159], [-1.501197, 2.027394, 5.689884], [-0.336488, 2.394566, 5.115524], [-0.240543, 2.897727, 4.039368], [0.704289, 2.105135, 5.921842], [0.828596, 0.965904, 7.643246], [0.201676, 2.619281, 7.850920], [-1.247596, 0.209251, 6.625132], [-1.950335, 1.494773, 7.636593], [-6.053164, 5.189685, -4.586569], [-4.576768, 5.337309, -4.259073], [-4.342523, 4.200066, -3.414932], [-5.286912, 3.266959, -3.679243], [-5.269435, 2.152211, -3.257784], [-6.241308, 3.772353, -4.480229], [-6.321886, 5.515294, -5.586682], [-6.694277, 5.679744, -3.853304], [-3.944594, 5.248613, -5.143337], [-4.329336, 6.245775, -3.718395]], "forces_ev_per_a": [[-0.2, 0.0, 0.0], [0.1, -0.6, 0.1], [0.3, 0.4, 0.0], [-0.1, 0.2, 0.1], [-0.1, -0.2, -0.1], [0.3, 0.1, 0.3], [-0.1, -0.1, 0.0], [0.0, -0.1, 0.0], [0.0, 0.1, -0.1], [0.0, -0.1, -0.3], [0.1, 0.0, 0.0], [-0.1, 0.0, 0.2], [0.0, -0.2, -0.9], [0.0, 0.2, 0.2], [0.1, -0.1, -0.1], [-0.1, 0.0, 0.0], [0.1, 0.2, 0.1], [-0.2, 0.0, 0.1], [0.0, 0.1, -0.2], [0.0, -0.1, 0.1], [0.2, -0.4, -0.1], [0.1, -0.3, 0.4], [-0.1, 0.2, 0.1], [0.2, -0.2, -0.6], [-0.2, -0.2, -0.2], [0.3, 0.2, -0.2], [-0.1, 0.2, 0.3], [-0.3, 0.1, 0.0], [-0.2, -0.2, -0.1], [0.1, 0.0, 0.4], [0.2, 0.0, -0.3], [0.0, -0.1, -0.1], [0.1, 0.1, 0.0], [0.1, 0.1, 0.0], [-0.2, 0.1, 0.1], [0.2, 0.3, -0.1], [-0.5, 0.2, 0.2], [0.0, 0.1, 0.0], [-0.1, -0.1, 0.0], [0.1, 0.0, 0.0], [0.1, 0.0, 0.0], [-0.1, -0.1, 0.0], [-0.1, 0.0, 0.0], [-0.1, 0.0, 0.1], [0.1, 0.1, 0.1], [0.0, 0.0, 0.1], [0.1, 0.0, 0.0], [0.0, 0.0, 0.1], [0.1, 0.1, 0.1], [0.0, -0.1, 0.2], [0.0, -0.1, 0.0], [0.1, 0.0, 0.0], [0.0, 0.0, -0.1], [0.0, 0.0, 0.1], [-0.1, 0.0, 0.1], [0.1, 0.0, -0.1], [0.0, 0.0, 0.1], [-0.1, 0.1, 0.0], [0.0, 0.1, 0.0], [0.1, 0.0, 0.1], [0.0, -0.2, -0.1], [0.0, 0.1, 0.0], [-0.1, 0.0, 0.0], [0.1, 0.0, 0.0], [0.0, 0.0, 0.0], [0.0, 0.1, 0.0], [-0.1, -0.1, 0.0], [0.0, 0.0, 0.0], [0.0, 0.0, -0.1], [0.0, 0.0, 0.0], [0.0, 0.0, 0.0], [0.0, 0.1, 0.0], [0.0, 0.1, 0.0], [0.0, 0.0, -0.1], [0.0, 0.0, 0.0], [-0.1, -0.1, 0.0], [0.1, 0.1, -0.1], [0.0, 0.0, 0.0], [0.0, -0.1, 0.0], [0.0, 0.0, 0.0], [0.0, 0.0, 0.0], [0.0, 0.0, 0.1]]}

***

{"formula": "C25H39HgO13", "method": "ωB97M-V with the def2-TZVPD basis set", "homo_lumo_gap_ev": 7.33, "charge": 1, "e_tot_ev": -57342.32540, "e_above_lowest_kj_mol": 152.50, "elements": ["Hg", "C", "O", "H", "H", "H", "O", "C", "O", "C", "C", "C", "H", "H", "H", "H", "H", "H", "O", "C", "O", "C", "C", "C", "H", "H", "H", "H", "H", "H", "O", "C", "O", "C", "C", "C", "H", "H", "H", "H", "H", "H", "O", "C", "O", "C", "C", "C", "H", "H", "H", "H", "H", "H", "O", "C", "O", "C", "C", "C", "H", "H", "H", "H", "H", "H", "O", "C", "O", "C", "C", "C", "H", "H", "H", "H", "H", "H"], "xyz": [[24.765165, 2.539719, -33.956119], [22.255774, 0.774519, -32.275515], [22.803572, 1.541516, -33.287406], [21.675515, -0.095521, -32.618359], [23.044921, 0.375678, -31.625332], [21.516103, 1.324707, -31.676228], [24.227051, 4.578818, -32.913220], [24.386397, 5.492086, -32.157333], [23.925607, 5.482533, -30.897747], [24.322856, 6.633872, -30.155895], [25.114562, 7.556944, -31.107992], [25.329916, 6.682163, -32.332913], [24.987412, 6.338525, -29.345145], [23.429515, 7.138214, -29.796274], [26.014633, 7.971035, -30.664597], [24.457701, 8.354468, -31.457521], [26.313171, 6.206513, -32.382534], [25.153981, 7.068974, -33.335720], [25.001914, 1.194036, -35.907669], [24.969655, 0.088723, -36.384607], [23.802175, -0.504091, -36.740741], [23.975866, -1.905848, -36.976144], [25.396425, -2.255469, -36.465719], [26.076221, -0.885507, -36.497276], [23.824364, -2.035152, -38.048708], [23.234833, -2.515420, -36.463284], [25.921356, -2.922420, -37.148167], [25.366614, -2.768848, -35.506493], [26.522366, -0.853068, -37.491679], [26.742309, -0.691452, -35.659993], [27.091765, 1.701443, -33.879495], [28.147319, 1.123233, -33.789576], [28.882014, 0.884651, -34.866275], [29.985922, 0.003359, -34.644274], [29.646464, -0.620382, -33.251992], [28.753154, 0.433235, -32.586613], [30.940050, 0.527486, -34.631158], [30.056311, -0.798719, -35.375287], [30.557454, -0.681524, -32.659575], [29.118265, -1.566669, -33.337686], [29.365816, 1.097348, -31.979060], [27.958426, -0.019669, -31.998246], [23.239706, 3.801736, -35.342115], [22.634444, 4.420867, -36.166323], [21.548264, 5.193659, -35.878096], [21.161106, 5.890992, -37.049176], [22.298373, 5.727441, -38.069999], [22.815156, 4.333762, -37.664442], [20.920919, 6.944140, -36.903118], [20.254676, 5.481608, -37.502158], [23.089636, 6.475890, -38.022909], [21.957333, 5.757678, -39.104858], [23.861210, 4.328155, -37.963102], [22.247066, 3.486096, -38.041977], [25.441331, 2.357827, -31.720016], [25.683569, 1.969530, -30.600525], [26.715610, 2.465131, -29.920475], [26.829531, 1.957481, -28.566267], [25.759697, 0.848865, -28.551759], [24.845266, 1.085621, -29.725349], [26.584302, 2.789862, -27.907619], [27.883850, 1.694924, -28.528269], [25.155547, 0.903787, -27.646046], [26.239464, -0.129743, -28.552859], [23.932854, 1.633420, -29.496354], [24.654924, 0.283178, -30.438770], [26.105402, 3.998930, -35.330987], [26.851975, 4.761234, -35.891978], [27.104384, 6.001540, -35.489237], [27.947039, 6.697666, -36.415787], [27.991853, 5.821604, -37.671519], [27.659821, 4.435463, -37.136272], [28.952001, 6.641196, -35.990975], [27.706240, 7.728643, -36.656048], [28.979278, 5.829297, -38.126774], [27.228979, 6.115302, -38.394303], [28.636602, 3.995208, -36.935680], [27.041876, 3.835947, -37.798840]], "forces_ev_per_a": [[-2.0, -1.2, 0.6], [0.6, 0.1, 0.0], [0.5, 0.5, -1.1], [0.2, -0.1, -0.4], [-0.3, -0.1, 0.4], [0.2, 0.3, 0.3], [-0.5, 0.6, 0.1], [1.4, 0.2, 0.8], [-0.5, -0.3, -0.1], [0.6, 0.7, -0.1], [-0.9, 0.0, -1.0], [0.1, -1.1, -0.4], [-0.4, -0.3, 0.2], [0.0, -0.2, 0.3], [0.0, 0.0, 0.0], [0.2, 0.3, 0.4], [0.1, 0.1, 0.1], [0.0, 0.5, 0.2], [0.1, -0.1, -0.9], [-1.5, -0.4, 0.7], [0.2, 0.6, 0.5], [0.5, -0.5, -0.4], [-0.3, -0.1, -0.6], [0.3, -0.9, 0.2], [0.3, -0.3, 0.0], [-0.3, 0.5, 0.1], [-0.2, -0.1, 0.0], [0.0, 0.4, 0.2], [0.5, 0.7, 0.2], [0.5, 0.0, -0.4], [0.9, -0.1, 0.1], [-0.9, -0.2, 0.5], [0.5, 0.2, -1.6], [-0.2, -0.9, 1.7], [0.7, 0.8, 0.1], [0.0, -0.4, -0.5], [-0.2, 0.3, 0.0], [-0.4, 0.4, -0.4], [0.0, -0.7, -0.1], [0.2, -0.1, -0.1], [-0.3, 0.3, 0.0], [0.0, 0.3, 0.2], [-0.4, 0.6, 0.0], [-0.5, -1.2, -0.1], [0.9, 0.1, 0.1], [-0.3, 0.9, -1.8], [-0.7, -0.8, -0.4], [0.8, 1.8, -0.1], [0.2, -0.1, 0.8], [0.0, -0.4, 0.4], [0.0, 0.0, 0.5], [-0.3, 0.0, 0.1], [0.1, -0.9, 0.3], [0.0, 0.1, -0.1], [0.7, -0.5, 0.9], [-0.7, 1.7, 0.1], [0.7, 0.5, -0.5], [-0.8, 0.3, -1.4], [0.0, -0.8, 1.5], [1.0, 0.2, -1.4], [0.2, -0.1, 0.1], [-0.2, -0.4, 0.7], [0.3, -0.1, 0.2], [-0.1, 0.0, -0.2], [-0.1, -0.2, -0.1], [-0.5, -0.5, 0.8], [0.3, 0.7, 0.0], [0.5, -1.3, -0.3], [-1.0, 0.9, 0.4], [1.7, -1.1, -0.7], [-0.6, 0.0, -0.4], [-0.1, 0.8, -0.2], [0.0, 0.5, 0.2], [-0.6, 0.0, 0.6], [-0.1, 0.3, -0.2], [0.2, 0.2, -0.1], [-0.4, -0.7, 0.5], [0.3, -0.2, 0.0]]}